Here is 12 unconnected molecules or ions with the total composition C13H41NO15 from the Open Molecules 2025 dataset. Energies are from the ωB97M-V functional and the def2-TZVPD basis.

Results
Multiplicity: 1
Largest force on an atom, eV Å⁻¹: 1.10
HOMO level, eV: -9.15
Calculated total energy, eV: -46348.555
HOMO-LUMO gap, eV: 9.326

Geometry as XYZ:
```
70
Properties=species:S:1:pos:R:3:forces:R:3
N -2.38403 3.09272 -2.38211 0.126 0.265 0.619
C -1.51346 3.74730 -1.38218 -0.345 -0.223 -0.577
C -0.03367 3.52292 -1.70762 -0.032 0.662 0.117
O 0.55166 4.83705 -1.92542 -0.186 0.017 -0.128
C 0.72875 2.83318 -0.57957 0.320 0.344 -0.192
C 0.83095 1.35124 -0.73769 -0.456 -0.526 -0.312
O 0.48503 0.76791 -1.72364 0.209 0.187 -0.204
O 1.39098 0.64382 0.29546 -0.125 0.468 -0.080
C 0.45370 0.14588 1.22809 -0.468 -0.215 0.972
O -0.84791 0.22078 0.67070 0.245 0.046 -0.167
C 0.81153 -1.27314 1.67730 0.502 0.201 -0.269
C 1.76046 -2.03284 0.74803 -0.306 -0.640 0.201
C 1.14717 -2.97556 -0.26551 0.315 -0.082 -0.521
C -0.19134 -3.32032 -0.33640 -0.496 0.123 0.286
C -0.67834 -4.20889 -1.29178 0.406 -0.209 -0.333
C 0.19548 -4.77867 -2.20492 0.124 -0.077 0.037
C 1.55176 -4.47214 -2.13931 -0.113 0.091 0.001
C 2.01096 -3.57444 -1.19666 -0.131 0.104 0.313
H -3.14539 3.71912 -2.60353 -0.123 -0.134 -0.112
H -2.78196 2.25766 -1.97250 -0.043 -0.105 -0.225
H -1.74855 3.43862 -0.36194 0.053 -0.112 0.053
H -1.70765 4.81662 -1.43449 0.135 0.114 0.065
H 0.01152 2.98960 -2.65204 0.056 -0.349 0.092
H 1.26780 4.72801 -2.55920 0.171 -0.024 0.098
H 0.29422 3.10994 0.38018 0.054 -0.212 0.176
H 1.74640 3.23120 -0.56595 0.108 -0.104 0.080
H 0.46267 0.79375 2.11219 0.152 0.145 -0.056
H -1.44791 0.14051 1.42028 -0.245 -0.054 0.100
H -0.13190 -1.78863 1.82969 -0.068 -0.168 -0.022
H 1.26921 -1.22421 2.66133 0.020 0.212 -0.060
H 2.39638 -2.64866 1.38746 0.107 -0.047 -0.023
H 2.43079 -1.37384 0.20365 -0.037 0.232 0.125
H -0.90991 -2.89217 0.35021 0.030 0.130 0.031
H -1.73266 -4.44351 -1.33928 -0.105 0.086 0.029
H -0.13734 -5.45419 -2.98033 -0.201 -0.031 0.052
H 2.24070 -4.91453 -2.84458 0.032 0.001 -0.040
H 3.06457 -3.32571 -1.14950 0.071 -0.030 -0.036
O -2.91022 -0.04540 3.47959 0.179 0.010 -0.274
H -3.31935 0.80600 3.29801 -0.058 0.005 0.067
H -2.74579 -0.02365 4.43241 -0.058 0.101 0.026
O 3.33633 -2.66298 -4.22446 0.178 0.027 0.043
H 2.59772 -2.51447 -3.62242 -0.239 0.083 -0.114
H 4.11334 -2.40762 -3.71868 0.044 -0.019 -0.027
O -2.19911 7.56492 -2.34760 0.279 0.006 0.236
H -1.41217 7.00820 -2.29933 -0.115 -0.185 -0.127
H -2.59310 7.49682 -1.47082 -0.090 0.008 -0.038
O 0.83630 -0.78725 -4.12101 0.097 -0.157 0.142
H 1.63988 -0.47008 -4.54155 0.041 -0.026 -0.075
H 0.81086 -0.35192 -3.25747 -0.147 0.039 -0.072
O -0.20793 5.46055 -4.77795 0.101 0.044 0.044
H 0.22206 6.29038 -5.00587 -0.048 0.012 -0.043
H -0.19085 5.42551 -3.81296 -0.068 -0.055 0.023
O -3.42867 0.68854 6.29700 0.050 -0.153 -0.022
H -2.90354 0.34533 7.02774 0.018 0.052 0.016
H -4.25398 0.19335 6.33880 -0.022 0.031 0.000
O 1.21589 -4.82317 2.35802 -0.045 -0.043 0.053
H 0.83405 -4.39863 1.58091 0.100 0.029 -0.075
H 0.60415 -5.55009 2.52059 0.011 -0.017 0.007
O -1.46268 -6.06873 1.58098 0.073 0.029 0.130
H -1.17742 -5.71036 0.73114 -0.006 0.001 -0.043
H -1.96783 -6.85953 1.37193 0.005 -0.015 -0.035
O 2.30099 -0.95815 4.58865 0.114 -0.049 0.098
H 2.77128 -0.67504 5.37874 -0.006 0.024 -0.004
H 2.52237 -1.89196 4.49631 -0.066 -0.011 0.013
O -0.57353 -5.41892 5.23241 -0.068 -0.087 -0.036
H -0.95314 -5.45207 4.34704 -0.011 0.083 -0.007
H -0.01743 -6.20172 5.28496 0.025 0.016 0.029
O 0.29480 9.07126 -0.87045 0.043 -0.114 0.025
H 0.95785 9.07906 -1.56664 0.026 0.047 0.015
H -0.41560 8.52425 -1.22395 -0.092 0.203 -0.065
```
Positions in Å, forces in eV/Å.

Mulliken population analysis, charges in e, atoms 1 to 4: -0.635, -0.298, 0.236, -0.695